The following is a quantum chemistry calculation of a cluster of 7 separate species, C42H105N7O14 in total, from OMol25.

The energy relative to the best compared isomer or geometry (same formula, charge and spin) comes out at 63.3 kcal per mole. The total charge is +1. For the total energy, the calculation gives -84327.3940 eV. The spin multiplicity is 2.

Last column: Löwdin charge in e.
Geometry (Å):
C: -1.050315 -0.584743 8.140991  -0.12
O: -1.617404 -0.083369 9.376449  -0.18
C: -2.857500 0.671370 9.091244  -0.16
C: -2.737228 1.903161 8.099380  -0.19
N: -3.029186 1.370076 6.748246  -0.10
C: -2.571478 2.206732 5.644618  -0.20
C: -2.931782 1.553178 4.292295  -0.22
O: -2.831685 2.476062 3.263182  -0.20
C: -1.510440 2.806967 2.780072  -0.06
H: -0.086408 -1.065409 8.308112  0.08
H: -0.823909 0.198029 7.417030  0.06
H: -1.563001 -1.341714 7.547489  0.08
H: -3.241234 1.068412 10.031034  0.11
H: -3.597660 -0.053440 8.752254  0.11
H: -1.849010 2.495385 8.319474  0.12
H: -3.490772 2.661086 8.313433  0.11
H: -4.037535 1.312469 6.743856  0.11
H: -1.501243 2.168525 5.847668  0.09
H: -2.836556 3.247894 5.828488  0.12
H: -3.939613 1.138684 4.268454  0.13
H: -2.205186 0.745636 4.202592  0.10
H: -1.029141 2.006376 2.218367  0.07
H: -0.870144 2.971619 3.646678  0.07
H: -1.410909 3.670479 2.122392  0.09
C: -1.080760 -0.686866 -2.131762  -0.08
O: -0.846736 0.429919 -1.262668  -0.16
C: 0.339788 0.965778 -1.616020  -0.29
C: 0.842397 2.245750 -0.784397  -0.15
N: 1.435298 1.846272 0.499952  -0.04
C: 2.100947 3.011784 1.114542  -0.20
C: 2.622242 2.843602 2.555711  -0.13
O: 1.454696 2.741808 3.511409  -0.20
C: 1.704223 2.155640 4.668517  -0.20
H: -0.244631 -1.034381 -2.738559  0.09
H: -1.989284 -0.561548 -2.720810  0.07
H: -1.252790 -1.544774 -1.481758  0.08
H: 0.443438 1.242390 -2.665231  0.12
H: 1.117753 0.204789 -1.554659  0.11
H: -0.093967 2.796427 -0.694447  0.11
H: 1.620413 2.532090 -1.492079  0.12
H: 0.689756 1.559309 1.117951  0.07
H: 1.406544 3.846849 1.207146  0.12
H: 2.958831 3.325074 0.519581  0.11
H: 3.180473 3.680592 2.975136  0.08
H: 3.348056 2.037057 2.659516  0.11
H: 0.958232 2.283598 5.452873  0.09
H: 2.729593 2.103226 5.034527  0.08
H: 1.454200 1.112893 4.472838  0.09
C: 4.494619 -4.779695 1.641333  -0.12
O: 4.258109 -3.780848 0.676755  -0.18
C: 3.017598 -3.108926 0.666144  -0.22
C: 2.600534 -2.445514 2.008020  -0.21
N: 1.723719 -1.248428 2.031549  -0.05
C: 0.294206 -1.405642 1.720142  -0.19
C: -0.648075 -1.676933 2.889473  -0.18
O: -1.864727 -2.093681 2.273436  -0.17
C: -3.008116 -1.314238 2.374552  -0.12
H: 3.641080 -4.935827 2.301018  0.08
H: 5.351114 -4.555705 2.277220  0.08
H: 4.657721 -5.801879 1.299834  0.08
H: 2.159851 -3.773119 0.560119  0.12
H: 3.134250 -2.392081 -0.146639  0.12
H: 3.543965 -2.296789 2.533301  0.11
H: 2.171802 -3.219533 2.644554  0.10
H: 2.162173 -0.555082 1.442359  0.07
H: 0.217299 -2.015482 0.819985  0.12
H: -0.083265 -0.463412 1.322884  0.09
H: -0.694952 -0.797799 3.532140  0.10
H: -0.290503 -2.430129 3.591576  0.12
H: -3.689410 -1.647639 1.591743  0.09
H: -2.881032 -0.242009 2.225344  0.07
H: -3.433742 -1.367994 3.376578  0.09
C: -3.342043 3.562625 -5.909448  -0.08
O: -3.122624 3.776825 -4.512830  -0.20
C: -3.974995 3.129845 -3.630086  -0.25
C: -3.598105 3.452312 -2.143885  -0.17
N: -4.483505 2.645375 -1.304111  -0.05
C: -4.302510 2.660171 0.129022  -0.23
C: -5.523026 2.318063 0.941291  -0.24
O: -6.431851 3.329691 0.594160  -0.19
C: -7.559532 3.461543 1.500116  -0.07
H: -2.794698 4.256968 -6.546948  0.09
H: -4.407048 3.659646 -6.120279  0.08
H: -3.090525 2.511629 -6.051787  0.08
H: -3.866873 2.056949 -3.789177  0.11
H: -5.028537 3.390444 -3.731184  0.12
H: -3.761747 4.529085 -2.187218  0.11
H: -2.534460 3.274491 -1.985341  0.11
H: -5.449620 2.666116 -1.597878  0.11
H: -3.945282 3.662611 0.364845  0.12
H: -3.574020 1.975722 0.563704  0.10
H: -5.089451 2.474085 1.929095  0.11
H: -5.831136 1.282381 0.797940  0.12
H: -7.293925 3.892031 2.465639  0.08
H: -8.023589 2.481371 1.609715  0.08
H: -8.251905 4.122504 0.978717  0.08
C: 9.116566 4.340117 0.109401  -0.11
O: 10.069665 4.876795 0.984015  -0.13
C: 10.063096 4.273462 2.224967  -0.19
C: 8.701408 4.315077 2.988536  -0.09
N: 7.550885 3.533057 2.475447  0.16
C: 6.319353 3.939955 3.186341  -0.11
C: 6.314717 3.309402 4.601611  -0.15
O: 5.003358 3.443603 5.164013  -0.17
C: 4.397088 4.726140 5.351437  -0.07
H: 9.373515 4.624928 -0.910868  0.11
H: 8.049908 4.559351 0.157262  0.09
H: 9.122722 3.250616 0.077271  0.09
H: 10.946411 4.795201 2.593280  0.15
H: 10.306245 3.234572 2.002099  0.13
H: 8.283382 5.299194 2.776711  0.14
H: 8.830767 4.358147 4.069975  0.15
H: 7.810036 2.580246 2.263075  0.17
H: 5.403504 3.745233 2.628301  0.13
H: 6.349381 5.013410 3.373155  0.13
H: 7.088217 3.661044 5.284362  0.13
H: 6.494372 2.252595 4.404186  0.14
H: 3.430839 4.517971 5.810922  0.10
H: 4.193841 5.331032 4.467749  0.09
H: 4.925502 5.236230 6.156848  0.10
C: 6.124708 -7.583224 -7.829616  -0.16
O: 4.856196 -7.207820 -7.498900  -0.19
C: 4.340079 -7.977898 -6.435729  -0.22
C: 2.984174 -7.395190 -5.962834  -0.20
N: 3.192561 -6.350815 -4.951796  -0.06
C: 1.934820 -5.922052 -4.350948  -0.21
C: 1.023204 -4.992647 -5.144006  -0.24
O: 0.004866 -4.485744 -4.304921  -0.16
C: -0.849935 -3.644984 -5.038410  -0.13
H: 6.781530 -7.273449 -7.016765  0.08
H: 6.397786 -7.026318 -8.725935  0.10
H: 6.349694 -8.647870 -7.766263  0.09
H: 4.939881 -7.924961 -5.527132  0.12
H: 4.166681 -8.974087 -6.842702  0.12
H: 2.442903 -8.258255 -5.575237  0.12
H: 2.409156 -7.017590 -6.808342  0.11
H: 3.652339 -5.538023 -5.336593  0.11
H: 2.067446 -5.563224 -3.330289  0.11
H: 1.313124 -6.803621 -4.194638  0.11
H: 0.638227 -5.528086 -6.011868  0.12
H: 1.595062 -4.191583 -5.612369  0.12
H: -1.422124 -4.205141 -5.777951  0.09
H: -0.396745 -2.850804 -5.631711  0.09
H: -1.523327 -3.111283 -4.367727  0.07
C: -4.988763 -0.837389 -1.543518  -0.12
O: -5.465852 -2.119170 -1.902356  -0.18
C: -4.516877 -2.989692 -2.540592  -0.19
C: -4.603317 -2.966310 -4.066063  -0.16
N: -4.256444 -1.529356 -4.487801  -0.03
C: -4.196763 -1.323231 -5.955865  -0.20
C: -5.274315 -1.968552 -6.821703  -0.19
O: -6.661892 -1.791071 -6.450237  -0.17
C: -7.203456 -0.512551 -6.410637  -0.14
H: -4.284499 -0.389262 -2.244446  0.06
H: -4.369402 -0.973188 -0.656926  0.06
H: -5.741866 -0.226015 -1.046382  0.08
H: -4.779763 -4.033356 -2.368085  0.12
H: -3.534981 -2.855116 -2.086852  0.11
H: -5.431398 -3.486139 -4.547906  0.11
H: -3.744029 -3.502211 -4.469218  0.09
H: -5.058997 -1.031005 -4.130520  0.07
H: -3.204518 -1.680861 -6.230917  0.11
H: -4.162955 -0.250652 -6.147005  0.10
H: -5.190365 -3.044285 -6.667219  0.11
H: -5.086583 -1.863864 -7.890293  0.12
H: -6.864052 0.257984 -5.718413  0.07
H: -8.253133 -0.540845 -6.118260  0.09
H: -7.125449 0.008590 -7.364796  0.08

Atoms 1-2, force components in eV/Å:
C 0.9 0.2 0.0
O -0.9 0.5 -1.9

The following is a quantum chemistry calculation of a cluster of 11 separate species, C42H106BClO23P2 in total, from OMol25.

The energy relative to the best compared isomer or geometry (same formula, charge and spin) comes out at 31.1 kcal per mole. For the total energy, the calculation gives -124143.2846 eV. The spin multiplicity is 1.

Last column: Löwdin charge in e.
Geometry (Å):
C: -0.809571 1.612053 0.395576  -0.08
C: 0.089176 1.373206 1.639323  -0.22
C: -0.492392 0.197947 2.474150  -0.16
C: 0.003645 -1.129047 1.819706  -0.29
C: 1.386853 -1.367130 2.465187  -0.03
C: -0.992063 -2.332416 1.803002  -0.37
O: -0.698827 -3.525195 1.165037  -0.04
C: 0.364293 -4.444835 1.332413  -0.38
C: 1.480139 -4.005345 0.329782  -0.12
C: 2.929965 -4.273011 0.727406  -0.17
C: 3.974244 -3.618751 -0.233945  -0.17
C: 3.387085 -2.749036 -1.357380  -0.21
C: 4.540272 -1.939183 -2.001775  -0.17
C: 4.051491 -0.748017 -2.858438  -0.23
O: 2.668533 -0.809949 -3.165199  -0.22
C: 2.427037 -0.410252 -4.514953  -0.10
C: 0.859740 -4.777964 2.736034  0.02
C: -0.083800 -5.552237 3.690595  -0.55
O: 0.161589 -5.495967 4.833464  0.13
O: -1.095971 -6.307857 3.289665  0.12
O: -0.225209 -5.623597 0.737977  0.15
B: 0.586375 -6.723573 0.572529  -0.79
O: 0.812498 -7.657423 1.569470  0.19
O: 1.221893 -6.972386 -0.648800  0.17
C: -2.235056 -1.815167 0.987106  -0.42
O: -3.444482 -2.395199 1.436487  -0.18
C: -4.576482 -1.544868 1.259725  -0.20
C: -5.829913 -2.414595 1.096735  -0.10
C: -6.102935 -2.770198 -0.375854  -0.22
O: -7.003653 -1.900972 -1.033189  -0.14
C: -6.371990 -0.895719 -1.796550  -0.26
C: -5.661541 -1.423303 -3.078504  -0.06
P: -2.233825 -2.215432 -0.868013  0.68
O: -2.440844 -3.843645 -0.983123  -0.31
Cl: -0.342739 -1.859407 -1.663846  0.33
P: -1.689071 -2.552901 3.554412  0.57
O: -2.454913 -3.784332 3.694149  -0.23
O: -0.496854 -2.616979 4.654030  -0.14
O: -2.660327 -1.364003 4.049626  -0.10
H: -0.663068 2.616759 0.000032  0.06
H: -1.861912 1.410562 0.596548  0.06
H: -0.436526 0.951351 -0.393110  0.05
H: 1.082253 1.147841 1.242956  0.10
H: 0.187697 2.279998 2.236087  0.09
H: -1.568653 0.359597 2.488149  0.09
H: -0.071769 0.301440 3.476669  0.10
H: 0.211192 -0.875812 0.774399  0.08
H: 2.021951 -0.527894 2.167935  0.09
H: 1.911108 -2.267067 2.163409  0.05
H: 1.365041 -1.325798 3.555505  0.06
H: 1.393671 -2.917150 0.322878  0.06
H: 1.234230 -4.285893 -0.688987  0.12
H: 3.173532 -3.954793 1.742400  0.10
H: 3.125588 -5.353527 0.713152  0.11
H: 4.663570 -3.003112 0.348413  0.10
H: 4.564501 -4.400280 -0.718126  0.11
H: 2.933440 -3.324509 -2.165333  0.12
H: 2.676904 -2.009431 -0.988199  0.09
H: 5.233608 -2.590485 -2.538641  0.11
H: 5.109538 -1.520243 -1.164047  0.10
H: 4.623110 -0.764814 -3.791089  0.10
H: 4.342226 0.186373 -2.356611  0.12
H: 1.393540 -0.056203 -4.560709  0.08
H: 2.552607 -1.282744 -5.165006  0.10
H: 3.067979 0.402097 -4.846746  0.06
H: 1.767175 -5.384042 2.739212  0.14
H: 1.139925 -3.912880 3.329816  0.11
H: -1.629398 -5.867293 2.607392  0.12
H: 0.463541 -8.492049 1.225771  0.12
H: 0.549988 -7.147817 -1.323452  0.11
H: -2.351709 -0.728026 1.022251  0.09
H: -4.430368 -0.863674 0.418815  0.10
H: -4.765377 -0.919334 2.149392  0.12
H: -6.673683 -1.912398 1.572036  0.11
H: -5.689865 -3.338953 1.660935  0.13
H: -6.556431 -3.766465 -0.388223  0.13
H: -5.134805 -2.878860 -0.878676  0.08
H: -7.163506 -0.219759 -2.126305  0.11
H: -5.663377 -0.281949 -1.229417  0.10
H: -5.732040 -2.514300 -3.057698  0.07
H: -6.080480 -1.024846 -3.996758  0.07
H: -4.596657 -1.203069 -2.982628  0.04
H: -3.186943 -3.963099 -1.588332  0.04
H: -0.710628 -3.262663 5.347968  0.09
H: -3.094283 -0.881676 3.331597  0.05
C: -6.264153 1.863788 4.360547  -0.09
C: -5.250936 2.718103 3.622661  -0.32
O: -4.905884 2.127873 2.367542  -0.10
H: -5.865459 0.861883 4.525907  0.06
H: -6.521805 2.304946 5.325074  0.08
H: -7.177294 1.750979 3.771695  0.08
H: -4.332414 2.810598 4.200944  0.11
H: -5.647816 3.722577 3.443831  0.11
H: -5.714632 2.054778 1.848125  0.08
C: 1.528941 6.463701 2.338211  -0.09
C: 1.176867 4.993704 2.205371  -0.32
O: 0.827745 4.672464 0.858849  -0.10
H: 0.688638 7.086692 2.025350  0.08
H: 1.786312 6.714159 3.368123  0.08
H: 2.376329 6.717678 1.695838  0.08
H: 0.319187 4.748358 2.830531  0.11
H: 2.019722 4.366291 2.512585  0.11
H: 1.590448 4.877161 0.303884  0.08
C: -1.099418 7.082449 -2.256317  -0.09
C: 0.342645 6.654953 -2.447641  -0.31
O: 1.172962 7.186775 -1.414579  -0.10
H: -1.176764 8.170701 -2.254981  0.08
H: -1.734177 6.685472 -3.050020  0.08
H: -1.480748 6.729967 -1.295100  0.07
H: 0.728051 7.024847 -3.397898  0.11
H: 0.423521 5.563091 -2.442521  0.11
H: 0.839298 6.852563 -0.572117  0.05
C: -7.230912 -3.134959 6.080026  -0.08
C: -7.470780 -1.695692 5.664993  -0.32
O: -7.573441 -1.594778 4.244983  -0.10
H: -6.317925 -3.517935 5.621872  0.08
H: -7.142607 -3.218683 7.164551  0.06
H: -8.050456 -3.775804 5.745013  0.08
H: -6.641914 -1.063245 5.980589  0.10
H: -8.391670 -1.309332 6.114455  0.11
H: -8.313648 -2.148803 3.972817  0.08
C: 6.047188 0.433931 -8.208757  -0.09
C: 4.768204 0.589756 -7.411182  -0.31
O: 4.992368 0.299286 -6.031495  -0.11
H: 6.434898 -0.581431 -8.113591  0.08
H: 5.881908 0.647277 -9.262560  0.06
H: 6.818724 1.109467 -7.833593  0.07
H: 4.007266 -0.101159 -7.776097  0.11
H: 4.381072 1.607298 -7.496867  0.09
H: 5.659691 0.919745 -5.715037  0.07
C: 3.266891 10.400850 -2.179954  -0.09
C: 2.931552 10.042661 -3.614269  -0.32
O: 3.608358 8.847992 -3.999022  -0.10
H: 4.342637 10.538823 -2.061073  0.08
H: 2.759357 11.318206 -1.875610  0.07
H: 2.969379 9.594164 -1.505878  0.06
H: 3.246998 10.833516 -4.293755  0.11
H: 1.853475 9.893625 -3.738014  0.10
H: 3.316869 8.148567 -3.401732  0.06
C: 9.049392 0.754918 -12.732621  -0.10
C: 7.780344 0.907595 -11.914626  -0.32
O: 8.019478 0.619323 -10.539329  -0.10
H: 9.441911 -0.258418 -12.639842  0.08
H: 8.864090 0.965315 -13.787311  0.07
H: 9.824891 1.435473 -12.372567  0.07
H: 7.016249 0.213587 -12.262601  0.11
H: 7.386902 1.926078 -12.000859  0.11
H: 8.687248 1.238313 -10.223587  0.09
C: 0.489478 0.352952 6.799470  -0.09
C: 1.852288 0.454235 6.140932  -0.32
O: 2.656078 -0.677599 6.456220  -0.08
H: 0.589809 0.279598 7.883132  0.08
H: -0.123975 1.224987 6.562368  0.07
H: -0.030844 -0.543567 6.454104  0.06
H: 2.384132 1.338713 6.490402  0.11
H: 1.749695 0.521723 5.051050  0.09
H: 2.193747 -1.462131 6.137603  0.07
C: -5.834377 -6.378791 8.865205  -0.09
C: -6.953460 -5.675174 9.609651  -0.32
O: -8.033661 -6.574303 9.849630  -0.09
H: -6.197746 -6.775105 7.916417  0.08
H: -5.005594 -5.696907 8.667050  0.07
H: -5.458616 -7.225699 9.444513  0.07
H: -7.340787 -4.844073 9.021966  0.09
H: -6.599151 -5.281233 10.568169  0.11
H: -7.693742 -7.304603 10.378138  0.08
C: 5.120211 5.385251 -5.343834  -0.08
C: 4.845746 3.922062 -5.635398  -0.31
O: 5.776465 3.406937 -6.590405  -0.10
H: 5.059988 5.973927 -6.259558  0.08
H: 4.404136 5.783448 -4.623672  0.07
H: 6.127928 5.516551 -4.941802  0.08
H: 3.848640 3.796054 -6.055397  0.11
H: 4.911257 3.326608 -4.718212  0.11
H: 6.660398 3.507639 -6.218747  0.09

Atoms 1-2, force components in eV/Å:
C 1.1 0.0 0.0
C -0.9 -0.1 -0.6